DFT (the ωB97M-V functional and the def2-TZVPD basis) results for a cluster of 2 separate species, C3H6O2S2 in total in a non-equilibrium geometry.

Geometry (Å):
1 C 1.239 1.542 -0.690
2 C 0.207 0.530 -0.894
3 C -0.826 -1.050 1.130
4 O -0.134 1.853 -0.823
5 O -1.711 -1.916 0.532
6 S 1.875 1.659 1.075
7 S -0.105 -0.575 -2.299
8 H 1.790 2.107 -1.417
9 H -1.260 -0.096 1.293
10 H 0.284 -1.108 0.883
11 H -1.279 -2.665 0.284
12 H 1.084 0.833 1.816
13 H -1.387 -0.716 -1.869

Values from the calculation:
- E_LUMO (spin up / spin down) (eV) = -0.377 / 0.343
- HOMO level (spin up / spin down) (hartree) = -0.2917 / -0.3072
- maximum force (hartree/bohr) = 0.0833
- frontier orbital gap (spin up / spin down) (eV) = 7.56 / 8.70
- energy above the lowest of the compared OMol25 structures with the same formula, charge and spin (kcal per mole) = 148.8

Just the Mulliken charges please, in e? Sure, here they are: atom 1 (C): 0.36, atom 2 (C): -0.33, atom 3 (C): -0.52, atom 4 (O): -0.31, atom 5 (O): -0.38, atom 6 (S): -0.22, atom 7 (S): -0.22, atom 8 (H): 0.35, atom 9 (H): 0.42, atom 10 (H): 0.27, atom 11 (H): 0.31, atom 12 (H): 0.12, atom 13 (H): 0.15


DFT (the ωB97M-V functional and the def2-TZVPD basis) results for an isolated molecule of C3H6O2S2 in a non-equilibrium geometry.

Geometry (Å):
1 C -1.021 1.656 -0.644
2 C 0.216 -0.814 0.038
3 C 0.505 -0.955 1.475
4 O -0.549 0.164 -0.444
5 O 0.672 0.272 1.979
6 S -1.494 2.076 -2.214
7 S 0.917 -1.894 -1.132
8 H -1.716 1.972 0.052
9 H 1.436 -1.727 1.713
10 H -0.378 -1.535 1.874
11 H 1.596 0.424 2.075
12 H -0.482 1.514 -2.687
13 H 0.299 -1.155 -2.087

Values from the calculation:
- E_LUMO (spin up / spin down) (eV) = 0.015 / 0.599
- HOMO level (spin up / spin down) (hartree) = -0.2309 / -0.2712
- maximum force (hartree/bohr) = 0.0873
- frontier orbital gap (spin up / spin down) (eV) = 6.30 / 7.98
- energy above the lowest of the compared OMol25 structures with the same formula, charge and spin (kcal per mole) = 150.1

Just the Mulliken charges please, in e? Sure, here they are: atom 1 (C): -0.22, atom 2 (C): 0.50, atom 3 (C): -0.38, atom 4 (O): -0.36, atom 5 (O): -0.45, atom 6 (S): -0.14, atom 7 (S): -0.24, atom 8 (H): 0.29, atom 9 (H): 0.29, atom 10 (H): 0.21, atom 11 (H): 0.29, atom 12 (H): 0.07, atom 13 (H): 0.13


DFT (the ωB97M-V functional and the def2-TZVPD basis) results for a cluster of 2 separate species, C3H6O2Si in total in a non-equilibrium geometry.

Geometry (Å):
1 C 0.104 -2.132 -0.342
2 Si -0.085 -1.536 1.479
3 O -0.550 -0.019 1.680
4 O 0.928 -0.314 1.904
5 H 1.098 -2.409 -0.632
6 H -0.530 -2.881 -0.735
7 H -0.033 -1.121 -0.935
8 H -0.520 -2.432 2.612
9 C -0.071 3.706 -1.592
10 C -0.005 2.704 -0.945
11 H -0.207 4.662 -2.148
12 H -0.129 1.774 -0.349

Values from the calculation:
- E_LUMO (eV) = 0.188
- HOMO level (hartree) = -0.3834
- maximum force (hartree/bohr) = 0.0640
- frontier orbital gap (eV) = 10.62
- energy above the lowest of the compared OMol25 structures with the same formula, charge and spin (kcal per mole) = 117.3

Just the Mulliken charges please, in e? Sure, here they are: atom 1 (C): -0.94, atom 2 (Si): 0.63, atom 3 (O): -0.25, atom 4 (O): -0.25, atom 5 (H): 0.33, atom 6 (H): 0.34, atom 7 (H): 0.20, atom 8 (H): -0.08, atom 9 (C): -0.15, atom 10 (C): -0.39, atom 11 (H): 0.35, atom 12 (H): 0.20


DFT (the ωB97M-V functional and the def2-TZVPD basis) results for a cluster of 2 separate species, C3H6O3 in total.

Geometry (Å):
1 O -0.491 0.777 -2.815
2 C 0.444 1.357 -2.433
3 O 1.408 1.933 -2.112
4 C -0.047 -0.971 1.551
5 C -0.490 -0.396 0.217
6 O -0.168 0.982 0.100
7 H -0.373 -2.011 1.661
8 H -0.465 -0.383 2.374
9 H 1.047 -0.955 1.638
10 H -0.052 -0.972 -0.614
11 H -1.577 -0.453 0.108
12 H 0.765 1.092 0.327

Values from the calculation:
- E_LUMO (eV) = 0.669
- HOMO level (hartree) = -0.3911
- maximum force (hartree/bohr) = 0.0163
- frontier orbital gap (eV) = 11.31
- energy above the lowest of the compared OMol25 structures with the same formula, charge and spin (kcal per mole) = 0.1

Just the Mulliken charges please, in e? Sure, here they are: atom 1 (O): -0.40, atom 2 (C): 0.85, atom 3 (O): -0.43, atom 4 (C): -1.13, atom 5 (C): -0.16, atom 6 (O): -0.54, atom 7 (H): 0.35, atom 8 (H): 0.28, atom 9 (H): 0.34, atom 10 (H): 0.24, atom 11 (H): 0.28, atom 12 (H): 0.31


DFT (the ωB97M-V functional and the def2-TZVPD basis) results for an isolated molecule of C3H6O3.

Geometry (Å):
1 O -0.536 1.195 1.035
2 C 0.366 0.931 0.002
3 C -0.179 -0.033 -1.016
4 O -1.518 -0.378 -0.911
5 C 0.842 -0.503 0.006
6 O 0.483 -1.181 1.178
7 H -0.370 0.482 1.682
8 H 1.005 1.770 -0.260
9 H 0.180 0.026 -2.043
10 H -1.900 0.275 -0.299
11 H 1.834 -0.756 -0.360
12 H -0.208 -1.828 0.986

Values from the calculation:
- E_LUMO (eV) = 0.718
- HOMO level (hartree) = -0.3545
- maximum force (hartree/bohr) = 0.0064
- frontier orbital gap (eV) = 10.37
- energy above the lowest of the compared OMol25 structures with the same formula, charge and spin (kcal per mole) = 51.9

Just the Mulliken charges please, in e? Sure, here they are: atom 1 (O): -0.60, atom 2 (C): -0.12, atom 3 (C): -0.19, atom 4 (O): -0.55, atom 5 (C): -0.02, atom 6 (O): -0.59, atom 7 (H): 0.38, atom 8 (H): 0.33, atom 9 (H): 0.33, atom 10 (H): 0.36, atom 11 (H): 0.32, atom 12 (H): 0.35


DFT (the ωB97M-V functional and the def2-TZVPD basis) results for a cluster of 2 separate species, C3H6O3 in total.

Geometry (Å):
1 O -1.158 1.195 0.738
2 C -1.139 -0.145 0.424
3 C 0.146 -0.823 0.638
4 O 0.620 -0.344 -1.875
5 C 1.179 0.414 -1.065
6 O 1.022 1.606 -0.752
7 H -0.487 1.626 0.152
8 H -1.530 -0.400 -0.567
9 H -1.782 -0.690 1.157
10 H 0.272 -1.859 0.331
11 H 0.812 -0.434 1.406
12 H 1.994 -0.117 -0.429

Values from the calculation:
- E_LUMO (spin up / spin down) (eV) = -2.790 / -2.789
- HOMO level (spin up / spin down) (hartree) = -0.3579 / -0.3579
- maximum force (hartree/bohr) = 0.0067
- frontier orbital gap (spin up / spin down) (eV) = 6.95 / 6.95
- energy above the lowest of the compared OMol25 structures with the same formula, charge and spin (kcal per mole) = 107.1

Just the Mulliken charges please, in e? Sure, here they are: atom 1 (O): -0.51, atom 2 (C): -0.28, atom 3 (C): -0.41, atom 4 (O): -0.57, atom 5 (C): 0.25, atom 6 (O): -0.67, atom 7 (H): 0.46, atom 8 (H): 0.35, atom 9 (H): 0.32, atom 10 (H): 0.31, atom 11 (H): 0.40, atom 12 (H): 0.35


DFT (the ωB97M-V functional and the def2-TZVPD basis) results for a cluster of 2 separate species, C3H6O3 in total in a non-equilibrium geometry.

Geometry (Å):
1 C 0.691 1.516 -0.610
2 C 1.087 0.587 0.463
3 O 1.421 0.822 1.607
4 C 0.847 -0.863 -0.008
5 O 1.688 -1.682 -0.338
6 H 1.418 1.801 -1.335
7 H 0.569 2.528 -0.116
8 H -0.391 1.176 -0.811
9 H -0.239 -0.966 0.105
10 O -2.266 -1.449 0.069
11 H -2.696 -1.137 0.783
12 H -2.130 -2.334 0.190

Values from the calculation:
- E_LUMO (eV) = 0.483
- HOMO level (hartree) = -0.3380
- maximum force (hartree/bohr) = 0.0966
- frontier orbital gap (eV) = 9.68
- energy above the lowest of the compared OMol25 structures with the same formula, charge and spin (kcal per mole) = 59.3

Just the Mulliken charges please, in e? Sure, here they are: atom 1 (C): -0.92, atom 2 (C): 0.59, atom 3 (O): -0.54, atom 4 (C): 0.40, atom 5 (O): -0.49, atom 6 (H): 0.33, atom 7 (H): 0.28, atom 8 (H): 0.29, atom 9 (H): 0.08, atom 10 (O): -0.62, atom 11 (H): 0.30, atom 12 (H): 0.30


DFT (the ωB97M-V functional and the def2-TZVPD basis) results for an isolated molecule of C3H6O3 in a non-equilibrium geometry.

Geometry (Å):
1 C -0.759 -0.570 -0.476
2 C -0.043 -1.432 0.534
3 C 0.115 1.625 0.121
4 O 0.103 -0.674 -1.487
5 O -1.006 0.751 0.056
6 O 1.234 -1.360 0.592
7 H 1.455 -0.777 -0.263
8 H -1.776 -0.960 -0.637
9 H -0.502 -2.221 1.131
10 H -0.283 2.628 0.268
11 H 0.688 1.605 -0.809
12 H 0.774 1.387 0.968

Values from the calculation:
- E_LUMO (spin up / spin down) (eV) = -0.970 / -0.971
- HOMO level (spin up / spin down) (hartree) = -0.3428 / -0.3428
- maximum force (hartree/bohr) = 0.0230
- frontier orbital gap (spin up / spin down) (eV) = 8.36 / 8.36
- energy above the lowest of the compared OMol25 structures with the same formula, charge and spin (kcal per mole) = 89.6

Just the Mulliken charges please, in e? Sure, here they are: atom 1 (C): 0.13, atom 2 (C): 0.02, atom 3 (C): -0.62, atom 4 (O): -0.78, atom 5 (O): -0.35, atom 6 (O): -0.36, atom 7 (H): 0.47, atom 8 (H): 0.31, atom 9 (H): 0.36, atom 10 (H): 0.27, atom 11 (H): 0.31, atom 12 (H): 0.25


DFT (the ωB97M-V functional and the def2-TZVPD basis) results for a cluster of 2 separate species, C3H6O3 in total.

Geometry (Å):
1 C -0.595 -1.278 0.591
2 C 0.497 -0.553 -0.148
3 O 0.911 -0.864 -1.239
4 C 1.116 0.650 0.592
5 O 1.994 1.312 0.106
6 H -1.032 -2.044 -0.052
7 H -1.364 -0.565 0.906
8 H -0.188 -1.751 1.494
9 H 0.707 0.864 1.603
10 O -1.157 1.420 -0.978
11 H -1.239 0.791 -1.707
12 H -0.481 2.038 -1.284

Values from the calculation:
- E_LUMO (eV) = -0.277
- HOMO level (hartree) = -0.3579
- maximum force (hartree/bohr) = 0.0117
- frontier orbital gap (eV) = 9.46
- energy above the lowest of the compared OMol25 structures with the same formula, charge and spin (kcal per mole) = 33.2

Just the Mulliken charges please, in e? Sure, here they are: atom 1 (C): -1.09, atom 2 (C): 0.83, atom 3 (O): -0.52, atom 4 (C): -0.11, atom 5 (O): -0.42, atom 6 (H): 0.30, atom 7 (H): 0.33, atom 8 (H): 0.35, atom 9 (H): 0.32, atom 10 (O): -0.66, atom 11 (H): 0.33, atom 12 (H): 0.33


DFT (the ωB97M-V functional and the def2-TZVPD basis) results for an isolated molecule of C3H6O3 in a non-equilibrium geometry.

Geometry (Å):
1 O 1.704 -1.366 -0.322
2 C 0.915 -0.926 -1.113
3 O 0.573 0.355 -1.251
4 C -0.740 0.241 -0.421
5 C -0.358 0.850 0.904
6 O 0.250 -0.062 1.784
7 H 0.194 -1.515 -1.690
8 H -1.446 0.767 -1.048
9 H -1.141 -0.786 -0.227
10 H 0.293 1.690 0.642
11 H -1.255 1.223 1.401
12 H 1.012 -0.469 1.340

Values from the calculation:
- E_LUMO (eV) = 0.915
- HOMO level (hartree) = -0.3906
- maximum force (hartree/bohr) = 0.0377
- frontier orbital gap (eV) = 11.54
- energy above the lowest of the compared OMol25 structures with the same formula, charge and spin (kcal per mole) = 49.0

Just the Mulliken charges please, in e? Sure, here they are: atom 1 (O): -0.56, atom 2 (C): 0.22, atom 3 (O): -0.37, atom 4 (C): -0.53, atom 5 (C): -0.40, atom 6 (O): -0.53, atom 7 (H): 0.47, atom 8 (H): 0.37, atom 9 (H): 0.35, atom 10 (H): 0.28, atom 11 (H): 0.34, atom 12 (H): 0.36


DFT (the ωB97M-V functional and the def2-TZVPD basis) results for a cluster of 2 separate species, C3H6O3 in total in a non-equilibrium geometry.

Geometry (Å):
1 C -1.491 -1.198 1.457
2 C -0.886 -0.165 0.383
3 O -0.797 1.038 0.478
4 H -2.316 -0.861 2.058
5 H -0.797 -1.547 2.254
6 H -1.779 -2.147 0.988
7 H -0.448 -0.788 -0.474
8 O 1.762 2.386 -2.027
9 C 1.857 1.202 -1.808
10 O 1.525 0.474 -0.626
11 H 2.212 0.497 -2.791
12 H 1.159 1.108 0.107

Values from the calculation:
- E_LUMO (eV) = 0.672
- HOMO level (hartree) = -0.3812
- maximum force (hartree/bohr) = 0.0687
- frontier orbital gap (eV) = 11.05
- energy above the lowest of the compared OMol25 structures with the same formula, charge and spin (kcal per mole) = 49.2

Just the Mulliken charges please, in e? Sure, here they are: atom 1 (C): -0.99, atom 2 (C): 0.45, atom 3 (O): -0.54, atom 4 (H): 0.31, atom 5 (H): 0.28, atom 6 (H): 0.31, atom 7 (H): 0.23, atom 8 (O): -0.44, atom 9 (C): 0.23, atom 10 (O): -0.43, atom 11 (H): 0.26, atom 12 (H): 0.34


DFT (the ωB97M-V functional and the def2-TZVPD basis) results for a cluster of 2 separate species, C3H6O3 in total in a non-equilibrium geometry.

Geometry (Å):
1 C -1.438 0.196 -0.226
2 C -0.437 -0.153 -1.013
3 O 0.197 -1.316 -1.166
4 O 0.201 0.760 -1.687
5 H -2.130 -0.447 0.279
6 H -1.724 1.224 0.054
7 H 0.005 -1.955 -0.537
8 H 1.125 0.539 -1.436
9 C 0.915 -0.630 2.085
10 O 1.412 0.035 1.223
11 H -0.093 -1.054 1.979
12 H 1.353 -0.801 3.142

Values from the calculation:
- E_LUMO (eV) = 0.443
- HOMO level (hartree) = -0.3162
- maximum force (hartree/bohr) = 0.0524
- frontier orbital gap (eV) = 9.05
- energy above the lowest of the compared OMol25 structures with the same formula, charge and spin (kcal per mole) = 65.0

Just the Mulliken charges please, in e? Sure, here they are: atom 1 (C): -0.95, atom 2 (C): 0.69, atom 3 (O): -0.51, atom 4 (O): -0.48, atom 5 (H): 0.36, atom 6 (H): 0.22, atom 7 (H): 0.31, atom 8 (H): 0.35, atom 9 (C): -0.05, atom 10 (O): -0.35, atom 11 (H): 0.17, atom 12 (H): 0.23


Number 1: molecular weight 138.2 g/mol. Number 2: molecular weight 138.2 g/mol. Number 3: molecular weight 102.2 g/mol. Number 4: molecular weight 90.1 g/mol. Number 5: molecular weight 90.1 g/mol. Number 6: molecular weight 90.1 g/mol. Number 7: molecular weight 90.1 g/mol. Number 8: molecular weight 90.1 g/mol. Number 9: molecular weight 90.1 g/mol. Number 10: molecular weight 90.1 g/mol. Number 11: molecular weight 90.1 g/mol. Number 12: molecular weight 90.1 g/mol.